[1]
The following is a quantum chemistry calculation of one molecule with the formula C3H5NO at a distorted geometry, from the OMol25 dataset.

Structure (XYZ):
```
10
Properties=species:S:1:pos:R:3:forces:R:3:nbo_charge:R:1
C 1.824 -0.112 -0.114 -0.37 -2.11 1.20 -0.330
C 0.510 -0.315 0.090 0.88 -1.82 -0.31 -0.274
C -0.403 0.775 0.026 -2.61 2.44 -0.14 -0.011
N -1.710 0.723 -0.010 2.05 -1.33 -0.19 -0.101
O -2.034 -0.660 -0.105 -0.97 0.16 0.34 -0.605
H 2.490 -0.998 -0.036 -0.37 0.84 -0.25 0.202
H 2.285 0.846 -0.107 0.14 0.74 -0.46 0.196
H 0.089 -1.363 0.256 0.75 1.74 -0.38 0.245
H -0.060 1.836 -0.062 0.01 -1.05 0.32 0.200
H -2.991 -0.732 0.061 0.49 0.40 -0.12 0.478
```
Forces are in eV/Å.

Values from the calculation:
calculated total energy = -247.209372 hartree
total charge = 0
max |F| = 3.6 eV Å⁻¹



[2]
The following is a quantum chemistry calculation of a 2-piece molecular cluster, H4NO2PS overall at a distorted geometry, from the OMol25 dataset.

Structure (XYZ):
```
9
Properties=species:S:1:pos:R:3:forces:R:3:nbo_charge:R:1
N -1.354 -0.019 1.980 0.62 0.28 -0.88 -0.790
O 1.689 -0.758 -0.256 -2.02 -1.77 -0.45 -0.970
O 0.720 1.289 -1.031 -1.65 0.59 0.57 -1.004
P 0.279 -0.285 -0.912 1.03 0.77 -0.68 1.506
S -0.148 -1.117 -2.653 -0.01 0.46 1.81 -0.410
H -2.367 -0.087 2.152 0.06 0.19 -0.57 0.313
H -1.121 -0.933 1.622 0.26 -0.74 0.22 0.309
H 2.280 -0.043 -0.119 0.83 1.33 0.35 0.515
H 0.021 1.954 -0.783 0.89 -1.10 -0.37 0.531
```
Forces are in eV/Å.

Values from the calculation:
calculated total energy = -947.067580 hartree
total charge = 0
max |F| = 2.7 eV Å⁻¹



[3]
The following is a quantum chemistry calculation of a 14-piece molecular cluster, C30H88N12O14 overall at a distorted geometry, from the OMol25 dataset.

Structure (XYZ):
```
144
Properties=species:S:1:pos:R:3:forces:R:3:lowdin_charge:R:1
C 11.614 16.460 -9.413 -1.22 -0.30 -0.64 -0.047
C 12.063 15.350 -10.347 0.27 -1.12 0.32 -0.520
C 11.536 15.182 -11.790 -0.79 0.81 -0.21 -0.048
O 13.439 15.435 -10.415 2.67 0.17 -0.23 -0.058
H 11.842 16.415 -8.348 0.44 -0.97 -0.11 0.075
H 10.538 16.301 -9.484 -0.45 1.29 0.18 0.077
H 12.032 17.430 -9.682 -0.62 0.07 -0.63 0.085
H 11.903 14.385 -9.866 -0.87 -0.10 0.28 0.126
H 12.112 14.438 -12.341 0.13 -0.18 0.42 0.074
H 11.583 16.067 -12.424 0.37 0.43 0.34 0.075
H 10.486 14.903 -11.881 -0.12 -0.25 0.45 0.069
H 13.812 14.566 -10.249 0.19 0.15 -0.17 0.093
C 6.335 21.259 -12.692 0.90 0.19 -1.02 -0.058
C 7.565 22.168 -12.548 -1.42 0.10 0.96 -0.490
C 7.242 23.656 -12.473 0.77 0.22 -0.74 -0.063
O 8.120 21.746 -11.310 1.34 0.01 0.00 -0.068
H 6.701 20.236 -12.769 -0.10 -0.09 0.33 0.079
H 5.792 21.427 -13.622 -0.42 0.30 0.26 0.077
H 5.760 21.401 -11.777 -0.52 -0.14 -0.32 0.081
H 8.281 22.062 -13.362 0.16 -0.53 0.25 0.136
H 6.892 24.043 -11.516 -0.55 -0.44 -0.06 0.080
H 6.615 23.920 -13.325 -0.32 0.24 0.25 0.078
H 8.183 24.186 -12.625 0.11 0.13 -0.03 0.072
H 7.395 21.739 -10.680 0.03 0.01 0.13 0.076
C 6.163 21.341 -4.268 1.05 -0.63 -1.49 -0.052
C 7.521 21.358 -3.522 -1.88 -1.34 -1.73 -0.558
C 8.709 21.533 -4.448 0.27 -0.41 0.61 -0.048
O 7.484 22.443 -2.733 0.54 3.22 2.42 -0.042
H 6.146 20.487 -4.946 -0.39 -0.42 0.19 0.072
H 6.212 22.165 -4.980 -0.16 0.40 0.21 0.074
H 5.228 21.421 -3.714 0.32 -0.19 0.38 0.074
H 7.647 20.495 -2.868 0.12 -0.67 -0.39 0.134
H 9.497 21.738 -3.724 0.52 -0.05 -0.41 0.080
H 8.650 22.381 -5.132 -0.36 0.03 0.13 0.084
H 8.939 20.633 -5.018 -0.01 0.00 0.07 0.081
H 6.794 22.353 -2.071 -0.03 0.04 -0.01 0.102
C 2.413 16.011 -8.907 0.43 0.85 1.91 -0.043
C 1.498 16.292 -7.643 -0.27 -0.81 0.35 -0.447
C 1.867 15.585 -6.298 0.69 -0.20 -0.63 -0.065
O 1.500 17.713 -7.403 0.15 -0.43 -0.89 -0.067
H 3.383 16.333 -8.529 0.40 0.08 -0.50 0.069
H 2.146 16.635 -9.760 -0.22 0.07 0.25 0.070
H 2.544 14.989 -9.262 -0.51 -0.13 0.46 0.071
H 0.526 15.877 -7.906 -0.53 0.57 -0.03 0.116
H 1.921 14.505 -6.438 0.34 -0.08 -0.15 0.071
H 1.201 15.684 -5.441 -0.74 0.52 -0.48 0.066
H 2.800 15.973 -5.890 0.35 -0.16 -0.37 0.073
H 0.756 17.977 -6.855 -0.10 -0.28 0.07 0.085
C -4.311 27.325 -2.690 1.99 1.03 0.58 -0.075
C -4.413 26.028 -3.469 -1.81 1.06 1.87 -0.558
C -5.485 26.220 -4.478 -2.16 -0.29 -1.77 -0.067
O -3.218 25.706 -4.027 2.43 -0.06 -0.65 -0.011
H -3.895 28.126 -3.301 -0.28 0.11 -0.41 0.083
H -3.544 27.232 -1.921 0.11 -0.28 0.22 0.075
H -5.171 27.728 -2.154 -0.44 -0.56 -0.46 0.085
H -4.648 25.350 -2.648 -0.50 -0.85 -0.38 0.135
H -5.230 26.022 -5.519 0.81 -0.15 0.05 0.079
H -5.884 27.232 -4.536 0.13 0.15 0.34 0.075
H -6.367 25.584 -4.388 -0.08 -0.16 0.57 0.074
H -3.230 24.834 -4.428 -0.20 -0.05 0.04 0.105
C -0.661 9.916 -11.072 -0.10 -0.48 -1.64 -0.074
C -1.633 8.894 -10.447 0.98 1.08 -0.90 -0.482
C -1.386 7.434 -10.927 0.04 1.15 0.71 -0.046
O -1.490 9.210 -9.084 -0.32 -1.10 0.97 -0.056
H -1.046 10.933 -10.997 0.04 -0.10 0.20 0.082
H -0.477 9.713 -12.127 -0.23 0.06 -0.30 0.072
H 0.348 9.873 -10.662 -0.02 -0.11 0.50 0.078
H -2.631 9.225 -10.734 -0.20 -0.36 0.07 0.131
H -0.339 7.142 -10.833 0.15 0.18 -0.04 0.073
H -1.654 7.453 -11.983 -0.09 -0.47 0.04 0.075
H -1.952 6.711 -10.339 -0.29 0.09 -0.25 0.072
H -0.536 9.273 -8.995 0.06 0.05 0.66 0.074
C -1.556 16.373 1.439 -0.01 -1.88 -1.14 -0.072
C -1.997 17.724 0.996 2.77 -1.18 1.42 -0.574
C -3.414 17.833 0.785 -1.94 1.06 0.16 -0.068
O -1.562 18.512 2.063 -0.47 2.54 1.22 -0.047
H -2.012 15.728 0.687 0.98 -0.94 -0.17 0.082
H -1.869 15.944 2.391 -0.95 0.89 0.23 0.089
H -0.477 16.324 1.588 0.26 -0.28 -0.96 0.082
H -1.490 18.102 0.108 0.30 -0.58 -0.43 0.143
H -3.961 17.582 1.694 -0.10 0.20 0.06 0.097
H -3.818 17.217 -0.018 0.31 0.13 -0.14 0.092
H -3.489 18.895 0.552 -1.09 0.05 -0.08 0.093
H -0.684 18.241 2.342 -0.07 0.00 -0.17 0.084
C 0.086 5.225 -1.265 0.56 -0.40 0.14 -0.057
C 0.417 5.995 -2.544 -0.07 -1.29 -1.03 -0.500
C 0.089 7.444 -2.421 0.98 0.66 0.68 -0.071
O 1.726 5.681 -3.074 0.17 0.26 1.24 -0.057
H -0.994 5.086 -1.238 0.03 -0.10 0.11 0.079
H 0.394 5.650 -0.310 0.03 0.73 -0.19 0.075
H 0.582 4.255 -1.220 -0.21 -0.20 -0.53 0.077
H -0.233 5.576 -3.312 -0.53 -0.03 0.02 0.126
H 0.668 7.886 -1.610 -0.04 -0.06 0.37 0.081
H -0.965 7.521 -2.155 -0.01 0.41 -0.41 0.087
H 0.438 8.026 -3.274 -0.72 -0.08 -0.38 0.081
H 1.809 6.040 -3.961 -0.18 0.13 -0.02 0.081
C 8.966 14.001 -1.363 -2.53 2.63 -0.52 -0.702
O 7.898 14.663 -1.453 2.39 -1.88 -0.09 -0.003
N 10.082 14.408 -0.784 2.22 1.35 2.00 0.138
N 9.252 12.822 -1.915 -2.04 -2.43 -1.73 0.132
H 10.754 13.663 -0.669 0.42 1.02 0.16 0.097
H 10.343 15.375 -0.656 -0.32 -0.37 0.23 0.121
H 10.071 12.270 -1.703 -0.46 0.20 -0.26 0.104
H 8.477 12.430 -2.432 0.33 -0.50 0.21 0.112
C -5.332 20.776 -6.463 3.99 1.35 -0.66 -0.760
O -4.176 20.753 -6.047 0.10 -0.17 -0.34 0.007
N -5.669 21.256 -7.676 -0.80 0.54 -2.28 0.147
N -6.336 20.473 -5.716 -3.87 -1.28 2.12 0.163
H -6.610 21.188 -8.036 0.16 -0.04 0.28 0.095
H -5.016 21.564 -8.383 0.31 -0.30 0.70 0.110
H -6.204 20.149 -4.769 0.04 0.07 -0.40 0.128
H -7.260 20.507 -6.123 0.08 -0.15 0.58 0.111
C 0.490 23.228 -12.106 -0.31 2.35 0.58 -0.815
O 0.743 24.044 -12.943 0.80 1.46 -1.59 0.056
N 0.444 23.452 -10.807 0.62 0.86 2.98 0.153
N 0.017 22.058 -12.346 -1.74 -6.22 -3.21 0.150
H 0.478 24.400 -10.459 0.24 -0.51 0.18 0.119
H 0.343 22.618 -10.246 -0.06 0.93 0.60 0.104
H -0.034 21.743 -13.304 0.26 0.40 -0.01 0.119
H -0.163 21.270 -11.740 0.19 0.72 0.48 0.113
C 5.986 9.006 -7.098 -4.30 -0.22 -1.46 -0.722
O 4.824 8.620 -7.328 1.59 0.78 -0.44 -0.002
N 6.649 8.602 -6.060 3.10 -0.94 3.11 0.150
N 6.703 9.925 -7.785 0.80 1.31 -1.57 0.140
H 7.618 8.887 -6.082 -0.13 -0.48 0.71 0.102
H 6.314 8.090 -5.256 -0.31 0.11 -0.63 0.126
H 7.511 10.363 -7.366 -0.29 -0.20 -0.10 0.095
H 6.515 10.236 -8.727 -0.49 -0.36 0.37 0.110
C -1.892 17.205 -15.687 4.73 -0.10 -2.44 -0.837
O -0.898 16.515 -15.623 0.71 -1.73 0.94 0.037
N -2.872 17.293 -14.902 -4.64 -1.04 4.86 0.176
N -1.959 18.113 -16.620 -0.49 3.39 -3.87 0.147
H -2.843 16.663 -14.114 -0.61 0.30 -0.01 0.134
H -3.620 17.947 -15.084 0.11 -0.52 0.56 0.121
H -2.757 18.731 -16.662 0.43 0.01 -0.31 0.101
H -1.193 18.286 -17.255 -0.24 -0.30 0.28 0.121
C -6.682 13.008 -6.311 2.73 3.53 -0.89 -0.833
O -6.703 13.119 -7.507 0.74 0.38 -1.65 0.066
N -7.483 12.322 -5.648 -6.22 -6.83 2.24 0.150
N -5.927 13.632 -5.396 2.10 2.44 -0.65 0.145
H -7.669 11.496 -6.199 -1.12 -0.36 0.57 0.132
H -7.533 12.257 -4.642 0.14 0.00 -0.46 0.122
H -5.760 13.098 -4.555 0.81 0.89 -0.29 0.106
H -5.361 14.329 -5.859 0.83 -0.05 1.12 0.113
```
Forces are in eV/Å.

Values from the calculation:
calculated total energy = -2906.145450 hartree
total charge = 0
max |F| = 9.5 eV Å⁻¹



[4]
The following is a quantum chemistry calculation of a 3-piece molecular cluster, H6O3 overall, from the OMol25 dataset.

Structure (XYZ):
```
9
Properties=species:S:1:pos:R:3:forces:R:3:nbo_charge:R:1
O -2.223 2.340 0.438 0.25 -0.09 -0.07 -0.941
H -2.584 3.226 0.400 -0.04 0.25 -0.04 0.470
H -2.942 1.802 0.769 -0.16 -0.19 0.09 0.471
O 1.225 -3.400 0.808 -0.18 -0.05 0.15 -0.938
H 1.939 -4.035 0.758 0.15 -0.18 0.01 0.466
H 1.485 -2.699 0.211 0.02 0.26 -0.18 0.473
O 1.136 0.615 -1.346 0.13 -0.25 -0.13 -0.944
H 1.661 1.389 -1.141 0.14 0.18 0.04 0.468
H 0.304 0.764 -0.896 -0.31 0.07 0.13 0.476
```
Forces are in eV/Å.

Values from the calculation:
calculated total energy = -229.305228 hartree
total charge = 0
max |F| = 0.3 eV Å⁻¹



[5]
The following is a quantum chemistry calculation of C2H4BrOP as an isolated structure at a distorted geometry, from the OMol25 dataset.

Structure (XYZ):
```
9
Properties=species:S:1:pos:R:3:forces:R:3:nbo_charge:R:1
C -0.302 1.638 0.461 -0.96 -3.17 -1.19 0.334
C 0.184 -1.013 -0.757 -0.88 0.38 -0.81 -0.984
O -0.889 2.546 0.016 -0.33 0.58 0.37 -0.480
P -1.051 -0.588 0.583 0.58 2.69 -0.65 0.515
Br 0.218 -0.875 2.341 0.44 -0.34 0.70 -0.244
H 0.788 1.516 0.499 0.53 0.27 0.61 0.120
H 0.014 -0.252 -1.595 0.52 -0.84 1.12 0.242
H -0.185 -1.978 -1.208 0.98 0.69 0.63 0.249
H 1.223 -0.993 -0.341 -0.88 -0.26 -0.78 0.248
```
Forces are in eV/Å.

Values from the calculation:
calculated total energy = -3069.166077 hartree
total charge = 0
max |F| = 3.5 eV Å⁻¹



[6]
The following is a quantum chemistry calculation of a 2-piece molecular cluster, CH5N2OP overall at a distorted geometry, from the OMol25 dataset.

Structure (XYZ):
```
10
Properties=species:S:1:pos:R:3:forces:R:3:nbo_charge:R:1
N 1.156 -2.062 1.862 -2.27 0.82 0.17 -1.191
P 0.570 -0.515 1.912 -1.41 -0.82 0.90 1.456
O 1.647 0.455 1.857 1.36 0.91 -0.25 -1.066
H 2.024 -2.416 1.732 3.63 -0.60 -0.47 0.390
H 0.518 -2.810 1.747 -1.11 -0.47 0.09 0.390
C -1.333 1.150 -0.951 -1.88 3.56 0.26 0.000
N -1.232 0.561 0.140 -0.39 -1.41 -0.07 -0.624
H -1.994 2.102 -1.155 0.52 -1.95 0.42 0.134
H -0.668 0.997 -1.739 1.36 -0.63 -1.16 0.158
H -1.987 0.720 0.803 0.19 0.60 0.11 0.352
```
Forces are in eV/Å.

Values from the calculation:
calculated total energy = -567.188737 hartree
total charge = 0
max |F| = 4.0 eV Å⁻¹